Density functional theory data (the ωB97M-V functional and the def2-TZVPD basis) for a molecular structure, C21H23CsN9O3PS2.

Each line ends with the Löwdin charge.
Element x y z (Å)
Cs  1.1086  -2.4477  0.4864  0.969
C  -3.0176  -3.5212  -3.9526  -0.081
N  -2.2400  -4.0012  -2.8323  -0.154
C  -2.2560  -5.2896  -2.3598  -0.108
C  -1.3739  -5.3186  -1.3196  -0.152
N  -0.8220  -4.0831  -1.1482  -0.016
C  -1.3414  -3.2937  -2.0633  -0.516
P  -1.0791  -1.5114  -2.4256  1.023
C  0.6460  -1.5498  -3.0668  -0.529
N  1.7406  -2.1573  -2.6071  -0.035
C  2.8027  -1.6046  -3.2712  -0.185
C  2.3835  -0.6097  -4.1014  -0.118
N  1.0186  -0.5651  -3.9682  -0.172
C  0.1315  0.2759  -4.7306  -0.083
C  -1.8424  -0.7204  -0.5454  -0.387
N  -1.7135  -0.9877  0.7483  -0.040
C  -2.1748  0.0965  1.4400  -0.200
C  -2.5525  1.0753  0.5676  -0.113
N  -2.3332  0.5564  -0.6884  -0.175
C  -2.5298  1.2979  -1.9120  -0.089
H  -3.5989  -4.3554  -4.3464  0.073
H  -2.3658  -3.1297  -4.7330  0.069
H  -3.6924  -2.7235  -3.6439  0.072
H  -2.8877  -6.0451  -2.7967  0.092
H  -1.0983  -6.1419  -0.6805  0.095
H  3.8149  -1.9459  -3.1085  0.085
H  2.9152  0.1009  -4.7112  0.091
H  0.7006  0.7726  -5.5177  0.076
H  -0.3342  1.0382  -4.1012  0.061
H  -0.6634  -0.3206  -5.1819  0.065
H  -2.2020  0.1217  2.5210  0.081
H  -2.8724  2.0929  0.7145  0.096
H  -3.1144  2.1916  -1.6900  0.075
H  -3.0543  0.6964  -2.6536  0.060
H  -1.5694  1.6119  -2.3303  0.068
N  -1.6164  4.2604  5.6586  0.062
C  -0.7584  3.8781  4.6000  -0.340
C  -0.0175  4.8387  3.9134  -0.054
C  0.8491  4.4601  2.9016  -0.066
C  0.9864  3.1213  2.5598  -0.267
C  0.2562  2.1626  3.2418  -0.051
C  -0.6098  2.5397  4.2592  -0.039
S  2.0702  2.6627  1.2088  0.508
O  1.3487  3.0292  0.0116  -0.337
O  3.3056  3.3908  1.4588  -0.399
N  2.1864  1.1081  1.3171  -0.157
C  3.1169  0.4933  2.0812  -0.709
S  4.4156  1.2837  3.0058  0.973
C  4.9173  -0.2689  3.5840  -0.464
C  4.1289  -1.2305  3.0530  -0.283
N  3.1308  -0.8109  2.2189  -0.058
H  -2.0079  5.1807  5.5217  0.068
H  -2.3586  3.5921  5.8066  0.071
H  -0.1193  5.8857  4.1819  0.098
H  1.4316  5.2030  2.3711  0.111
H  0.3597  1.1232  2.9579  0.108
H  -1.1797  1.7832  4.7886  0.106
H  5.7580  -0.3857  4.2485  0.034
H  4.2218  -2.2931  3.2344  0.099
O  1.6515  -4.6126  1.8254  -1.013

The calculation puts the calculated total energy at -2690.31720 Ha. As for the spin multiplicity: 1. The calculation puts the energy above the lowest of the compared OMol25 structures with the same formula, charge and spin at 0.0 kJ/mol. The value obtained for the HOMO energy (spin up / spin down) is -0.067 / 0.008 Ha. Its orbital gap (spin up / spin down) is 5.8 / 3.8 eV. The net charge is -2.